{"formula": "C12H19BeN3S4", "method": "ωB97M-V/def2-TZVPD", "e_homo_ev": -6.48, "relative_energy_kcal_mol": 0.0, "homo_lumo_gap_ev": 5.008, "e_tot_ha": -2240.29546, "spin_multiplicity": 1, "species": ["S", "S", "S", "S", "N", "N", "N", "C", "C", "C", "C", "C", "C", "C", "C", "C", "C", "C", "C", "Be", "H", "H", "H", "H", "H", "H", "H", "H", "H", "H", "H", "H", "H", "H", "H", "H", "H", "H", "H"], "coordinates": [[-0.38721, -1.33384, -1.98590], [0.82132, 1.21012, 1.34318], [-2.53593, -0.29929, 3.75585], [-1.55527, -1.09232, 0.85812], [-0.46500, -2.80209, 5.61770], [-0.02390, -4.31095, 2.07154], [0.57409, 1.33781, -1.50524], [1.50014, 2.62209, 0.33845], [-0.61102, 2.06064, 2.04458], [-0.83642, -2.20608, 4.66976], [2.65074, -1.28274, -0.28460], [-0.20183, 1.27376, -2.76593], [1.98098, -2.08013, 0.56434], [-0.38308, -3.20100, 2.18841], [-1.35746, -1.45975, 3.54775], [-0.92083, -1.88031, 2.26390], [-2.20864, -1.46160, -2.12880], [0.67273, 2.70093, -0.93596], [-0.06681, -0.11129, -3.34110], [-0.55957, 0.54996, -0.27005], [1.54728, 1.03247, -1.72082], [1.10601, 3.43662, -1.61916], [-2.47067, -1.84408, -3.12003], [-1.24170, 1.46145, -2.50949], [-0.35872, 3.09046, 2.29017], [2.49824, -1.39526, -1.35838], [3.05120, -0.32736, 0.07280], [-2.53914, -2.15972, -1.35091], [0.93602, -0.34946, -3.72520], [-0.78881, -0.35026, -4.12561], [1.46179, -2.96750, 0.24449], [-0.33755, 3.02085, -0.67729], [2.57509, 2.43238, 0.16724], [-2.65301, -0.47504, -1.96436], [0.11099, 2.01891, -3.49878], [-1.41175, 2.02119, 1.29746], [1.41706, 3.50941, 0.98259], [-0.93866, 1.51130, 2.93075], [1.94933, -1.90030, 1.63852]], "forces_ev_per_angstrom": [[-0.4, 0.4, -0.5], [0.3, 0.6, -0.1], [-0.1, 0.6, 0.8], [-0.7, 0.5, -1.5], [-0.9, 1.7, -2.7], [-0.5, 1.9, 0.2], [-0.2, 1.0, -0.5], [0.0, -0.6, 0.9], [-0.1, 0.2, -0.1], [0.7, -1.6, 2.9], [-1.5, 0.2, 0.6], [0.2, 0.1, -0.4], [0.9, 0.6, -0.3], [0.6, -1.5, -0.8], [0.2, -0.5, -1.5], [0.3, 0.4, 2.1], [0.2, -0.1, -0.3], [0.4, 0.4, 0.2], [-0.2, -1.5, 0.3], [2.2, -3.0, 1.3], [-1.0, -0.3, 0.6], [-0.1, -0.1, -0.2], [0.0, 0.1, 0.2], [-0.3, 0.2, -0.1], [0.0, 0.0, 0.1], [0.5, -0.2, 0.1], [0.3, -0.4, -0.1], [0.1, 0.3, -0.3], [-0.2, 0.3, 0.1], [0.2, 0.4, -0.1], [-0.1, -0.1, -0.2], [-0.1, 0.2, -0.1], [-0.5, 0.0, -0.1], [-0.2, -0.3, 0.0], [0.1, 0.2, 0.1], [-0.2, 0.2, 0.4], [0.0, -0.2, -0.5], [-0.1, -0.1, -0.2], [0.2, 0.0, -0.2]], "lowdin_charge": [0.819, 0.901, 0.572, 0.617, 0.151, 0.144, -0.146, -0.375, -0.362, -0.271, -0.114, -0.261, -0.085, -0.336, -0.862, -0.740, -0.400, -0.251, -0.411, 0.099, 0.153, 0.133, 0.045, 0.117, 0.054, 0.028, 0.032, 0.013, 0.086, 0.086, 0.044, 0.120, 0.091, 0.032, 0.131, 0.016, 0.089, -0.021, 0.063]}